{"formula": "C19H32Cl2EuN3O4", "method": "wB97M-V/def2-TZVPD", "charge": 0, "orbital_gap_ha": [0.22670, 0.23068], "multiplicity": 7, "e_tot_ev": -77258.116, "e_lumo_ev": [0.2, 0.2], "homo_ha": [-0.2204, -0.2244], "elements": ["O", "C", "C", "C", "H", "C", "H", "C", "H", "C", "H", "C", "H", "H", "C", "C", "H", "H", "H", "C", "C", "H", "H", "H", "H", "Eu", "Cl", "Cl", "C", "O", "N", "C", "C", "H", "H", "H", "H", "H", "H", "H", "H", "H", "C", "C", "N", "H", "C", "O", "H", "H", "H", "H", "C", "C", "N", "O", "H", "H", "H", "H", "H"], "xyz": [[-4.437, 1.049, 0.979], [-5.364, 1.345, 0.253], [-6.493, 0.429, -0.141], [-6.510, -0.898, 0.332], [-5.704, -1.248, 0.984], [-7.555, -1.751, -0.041], [-7.568, -2.783, 0.323], [-8.585, -1.284, -0.883], [-9.401, -1.950, -1.175], [-8.569, 0.044, -1.351], [-9.366, 0.417, -2.006], [-7.522, 0.897, -0.977], [-7.478, 1.940, -1.324], [-5.482, 2.370, -0.183], [-0.218, -0.243, -2.981], [1.075, -0.091, -2.316], [0.019, -0.287, -4.059], [-0.878, 0.624, -2.736], [-0.733, -1.178, -2.643], [2.324, 0.206, -2.565], [2.780, 0.410, -3.976], [3.112, 0.317, -1.777], [1.943, 0.206, -4.648], [3.599, -0.274, -4.182], [3.099, 1.444, -4.075], [0.591, -0.335, -0.004], [-0.103, -2.942, -0.235], [-1.723, 0.933, -0.031], [3.195, -1.972, -0.536], [2.899, -1.071, 0.308], [4.463, -2.362, -0.613], [5.425, -1.707, 0.273], [4.885, -3.405, -1.520], [2.444, -2.418, -1.224], [4.929, -0.928, 0.867], [6.219, -1.272, -0.338], [5.859, -2.463, 0.933], [3.995, -3.723, -2.074], [5.294, -4.230, -0.926], [5.642, -2.990, -2.194], [3.646, 4.250, 1.391], [1.677, 4.797, 3.066], [2.874, 4.037, 0.650], [0.985, 4.559, 2.253], [1.652, 3.646, 1.349], [3.198, 3.229, -0.017], [1.185, 2.429, 1.107], [1.834, 1.679, 0.331], [0.097, 4.039, 2.624], [0.225, 2.116, 1.589], [2.667, 4.946, 0.085], [0.718, 5.455, 1.688], [0.614, -1.109, 4.526], [0.942, -1.339, 3.099], [1.676, -2.399, 2.726], [0.507, -0.478, 2.287], [1.033, -1.880, 5.165], [-0.485, -1.063, 4.605], [0.992, -0.106, 4.785], [1.863, -2.588, 1.742], [1.999, -3.044, 3.428]], "forces_ev_per_angstrom": [[-1.425, 0.334, -0.600], [0.147, -0.162, 0.343], [0.025, -0.440, 0.101], [-0.372, 0.109, -0.299], [-0.259, 0.199, -0.280], [-0.079, 0.349, -0.157], [-0.031, 0.409, -0.173], [0.401, 0.441, 0.104], [0.282, 0.206, 0.104], [0.177, -0.209, 0.215], [0.348, -0.234, 0.312], [0.278, -0.203, 0.228], [-0.107, -0.505, 0.095], [0.282, -0.262, 0.191], [0.110, -0.039, -1.399], [-0.544, -0.378, 3.467], [-1.053, -0.119, -0.203], [0.421, -0.674, -0.335], [0.292, 0.719, -0.384], [0.398, 0.008, -1.092], [0.220, 0.183, 0.190], [-0.657, -0.096, -0.485], [0.263, 0.101, -0.139], [0.280, 0.083, -0.395], [0.283, 0.123, -0.485], [-0.866, -0.076, -0.883], [0.373, 0.021, 0.159], [0.388, 0.176, 0.009], [0.200, 1.289, 0.977], [-0.578, -1.421, -1.013], [-0.619, 0.371, 0.261], [0.247, -0.278, -0.181], [-0.059, 0.274, 0.209], [0.476, 0.114, 0.432], [0.200, -0.421, -0.375], [0.019, 0.014, 0.100], [0.065, 0.105, 0.025], [0.386, -0.111, -0.016], [0.023, -0.039, -0.351], [-0.080, -0.334, -0.036], [0.108, 0.031, -0.056], [-0.284, 0.182, 0.061], [-0.099, 0.325, 0.262], [0.272, -0.315, -0.392], [-0.030, -0.462, -0.193], [-0.208, 0.406, 0.315], [0.786, -0.483, -0.757], [-1.242, 0.072, 1.055], [0.105, 0.395, 0.077], [0.611, 0.336, -0.269], [0.108, 0.026, -0.084], [-0.133, 0.058, 0.340], [-0.155, 0.167, 0.321], [-0.223, 0.767, -1.258], [-0.306, 0.477, 0.340], [0.894, -1.162, 1.426], [-0.093, 0.088, 0.274], [0.451, -0.145, 0.063], [-0.076, -0.488, 0.047], [-0.252, 0.106, 0.348], [-0.090, -0.010, -0.157]], "mulliken_charge": [-0.48, -0.10, 0.66, -0.37, 0.39, -0.37, 0.35, -0.37, 0.35, -0.47, 0.34, -0.49, 0.27, 0.26, -1.55, 0.23, 0.47, 0.24, 0.25, 0.30, -1.41, 0.31, 0.34, 0.26, 0.26, 0.95, -0.58, -0.55, 0.09, -0.67, 0.29, -0.93, -0.89, 0.34, 0.20, 0.34, 0.35, 0.28, 0.33, 0.32, 0.32, 0.31, -0.85, -0.86, 0.27, 0.17, 0.51, -0.74, 0.25, 0.12, 0.33, 0.32, -1.15, 0.89, -0.21, -0.48, 0.39, 0.29, 0.25, 0.07, 0.22]}